{"formula": "C3H3N3", "method": "ωB97M-V/def2-TZVPD", "species": ["N", "C", "C", "N", "C", "N", "H", "H", "H"], "positions_angstrom": [[1.109402, 0.695395, -1.190166], [-0.638911, 0.162385, 0.780954], [-0.040752, 0.581903, -0.466809], [-1.287159, 0.692631, -0.517516], [-0.791489, -1.258321, 1.046278], [-0.877200, -2.401194, 1.211769], [1.931095, 0.726969, -0.605702], [1.197712, -0.003587, -1.915595], [-0.602699, 0.803818, 1.656787]], "atomic_forces_ev_per_a": [[0.0, 0.0, 0.0], [0.0, 0.0, 0.3], [-0.4, 0.0, 0.0], [0.6, -0.2, 0.0], [-0.1, -1.0, 0.1], [0.1, 1.1, -0.1], [0.0, -0.2, 0.0], [-0.1, 0.2, -0.2], [-0.2, 0.0, -0.1]], "smiles": "N#C[C@@H]1N=C1N"}

{"formula": "C38H36FN6O5S5Zr", "method": "ωB97M-V/def2-TZVPD", "species": ["Zr", "C", "C", "S", "C", "C", "S", "C", "C", "S", "H", "H", "H", "H", "H", "H", "H", "H", "H", "H", "H", "H", "C", "C", "N", "C", "C", "C", "O", "O", "C", "O", "C", "C", "C", "F", "C", "C", "C", "N", "C", "C", "N", "C", "C", "H", "H", "H", "H", "H", "H", "H", "H", "H", "H", "H", "H", "H", "H", "H", "H", "H", "H", "S", "C", "C", "C", "C", "N", "C", "C", "C", "S", "C", "N", "H", "H", "O", "C", "N", "C", "O", "C", "C", "C", "C", "C", "C", "H", "H", "H", "H"], "positions_angstrom": [[0.079878, 0.470305, -0.264355], [-2.995057, -2.148362, 0.276064], [-3.525694, -1.535412, -1.009977], [-2.232041, -0.620238, -1.901667], [-3.072689, 0.937830, -2.281824], [-3.587105, 1.726784, -1.094487], [-2.284860, 2.096745, 0.117261], [-3.046057, 1.612291, 1.686735], [-3.526064, 0.174416, 1.782128], [-2.183214, -0.990139, 1.400888], [-3.792163, -2.667184, 0.809044], [-2.208210, -2.872699, 0.061695], [-3.875785, -2.332892, -1.665460], [-4.368901, -0.871620, -0.828637], [-2.316177, 1.505213, -2.824207], [-3.889332, 0.736305, -2.976146], [-3.992175, 2.675876, -1.445460], [-4.387601, 1.206027, -0.573458], [-2.233980, 1.798853, 2.390381], [-3.856931, 2.307668, 1.905763], [-3.875486, -0.015554, 2.797710], [-4.359895, -0.020412, 1.110432], [4.861473, 1.027838, 5.973444], [4.242797, 2.229512, 5.267147], [3.154884, 1.853790, 4.375363], [3.359046, 1.867633, 3.019017], [2.486776, 1.409048, 2.118599], [2.836243, 1.518141, 0.675627], [3.799811, 2.134781, 0.293888], [2.027322, 0.854108, -0.143068], [1.207603, 0.753742, 2.535205], [0.144397, 1.065532, 1.706354], [0.896560, 1.089459, 3.983187], [-0.376540, 0.831838, 4.455896], [-0.676080, 1.022231, 5.787872], [-1.944971, 0.799397, 6.211362], [0.288564, 1.430379, 6.689892], [1.567482, 1.695520, 6.209953], [1.890707, 1.552051, 4.863289], [0.040665, 1.597887, 8.086883], [-0.809539, 0.623422, 8.757471], [-0.692211, 0.867632, 10.274599], [0.563732, 1.644926, 10.520658], [0.454909, 3.039579, 9.970427], [-0.203440, 2.941809, 8.582751], [5.656210, 1.348861, 6.647181], [5.289341, 0.345534, 5.239259], [4.115710, 0.478340, 6.549591], [4.998423, 2.727045, 4.662040], [3.884770, 2.971426, 5.985327], [4.293805, 2.294140, 2.677188], [-1.127320, 0.456742, 3.773854], [2.313668, 1.998445, 6.931853], [-0.458581, -0.373968, 8.492953], [-1.863995, 0.693787, 8.479328], [-0.650289, -0.061775, 10.836964], [-1.515153, 1.469100, 10.655660], [1.316024, 1.175898, 10.010739], [0.800435, 1.665750, 11.511540], [1.465401, 3.438604, 9.909223], [-0.125196, 3.638118, 10.669826], [0.246377, 3.669718, 7.912742], [-1.275746, 3.166891, 8.648351], [0.416346, -2.029170, -0.398992], [2.093549, -2.054144, 0.130125], [3.053343, -2.488397, -0.787442], [4.404587, -2.456062, -0.489014], [5.364626, -2.894412, -1.464878], [6.131521, -3.244694, -2.244187], [4.832439, -1.992121, 0.762828], [3.884646, -1.588231, 1.688642], [2.526351, -1.614376, 1.393378], [1.408962, -1.147200, 2.687275], [6.222185, -1.941611, 1.117908], [7.322168, -1.908217, 1.447193], [2.728201, -2.829375, -1.760851], [4.204572, -1.252143, 2.665149], [0.471896, -0.760113, -4.364354], [0.444150, 0.357519, -3.928919], [0.212094, 0.723435, -2.596471], [0.265637, 2.057857, -2.483208], [0.087633, 2.561024, -1.348525], [0.529667, 2.697791, -3.790734], [0.674622, 4.011868, -4.178877], [0.937109, 4.251089, -5.526728], [1.049961, 3.201899, -6.431838], [0.907586, 1.874507, -6.024372], [0.644473, 1.646532, -4.694838], [0.597265, 4.820984, -3.464718], [1.061959, 5.267187, -5.876210], [1.257382, 3.422538, -7.470587], [1.002216, 1.050221, -6.718787]], "atomic_forces_ev_per_a": [[-0.8, 0.4, 0.2], [0.0, 0.1, 0.1], [0.1, 0.0, -0.1], [0.0, 0.0, 0.0], [0.0, -0.2, -0.1], [0.1, 0.1, 0.1], [0.0, 0.1, 0.2], [0.0, 0.1, -0.1], [0.1, -0.1, 0.0], [0.2, 0.1, 0.0], [0.0, 0.0, 0.0], [0.0, 0.0, 0.0], [0.0, 0.0, 0.0], [0.0, 0.0, 0.0], [-0.1, 0.0, 0.0], [0.0, 0.0, 0.0], [0.0, 0.0, 0.0], [0.0, 0.0, -0.1], [0.0, 0.0, 0.1], [0.0, 0.0, 0.0], [0.0, 0.0, 0.0], [0.0, 0.0, 0.0], [-0.1, 0.1, -0.1], [0.1, -0.1, 0.1], [0.1, 0.0, 0.0], [0.1, 0.1, 0.0], [-0.4, -0.2, -0.3], [0.3, 0.1, 0.2], [-0.1, -0.1, -0.1], [-0.3, -0.2, -0.2], [0.1, 0.0, 0.2], [0.0, -0.3, -0.4], [0.0, 0.0, -0.2], [0.1, 0.0, 0.0], [-0.1, 0.0, -0.1], [0.0, 0.0, 0.0], [0.0, 0.0, 0.0], [0.0, 0.0, 0.1], [-0.1, 0.0, 0.0], [0.0, -0.1, 0.0], [0.1, 0.0, 0.0], [-0.1, -0.1, -0.1], [0.0, 0.0, 0.1], [0.0, 0.2, -0.2], [0.0, 0.0, 0.0], [0.0, 0.0, 0.0], [0.0, 0.0, 0.0], [0.0, 0.0, 0.0], [0.0, 0.0, 0.0], [0.0, 0.0, 0.0], [0.0, 0.0, 0.0], [0.0, 0.0, 0.0], [0.0, 0.0, 0.0], [0.0, 0.0, 0.0], [0.0, 0.0, 0.0], [0.0, 0.0, 0.0], [0.0, 0.0, 0.0], [0.0, 0.0, 0.0], [0.0, 0.0, 0.0], [0.0, 0.0, 0.0], [0.0, -0.1, 0.0], [0.0, 0.0, 0.0], [0.0, 0.0, 0.0], [0.1, 0.1, 0.0], [0.3, 0.0, 0.0], [-0.1, 0.0, 0.0], [0.1, 0.0, 0.1], [0.0, 0.0, 0.0], [0.0, 0.0, 0.0], [0.0, 0.0, -0.1], [0.0, 0.0, 0.0], [-0.1, -0.1, 0.1], [0.1, 0.0, 0.0], [0.0, -0.1, 0.0], [0.0, 0.0, 0.0], [0.0, 0.0, 0.0], [0.0, 0.0, 0.0], [0.0, 0.0, 0.0], [0.2, 0.0, -0.1], [0.1, 0.1, 0.4], [0.1, -0.2, -0.1], [0.1, 0.0, 0.0], [0.0, 0.0, -0.1], [0.0, 0.1, 0.0], [0.0, 0.0, 0.0], [0.0, -0.1, 0.0], [0.0, 0.0, -0.1], [-0.1, 0.0, 0.2], [0.0, 0.0, 0.0], [0.0, 0.0, 0.0], [0.0, 0.0, 0.0], [0.0, 0.0, 0.0]], "total_charge": 1}

{"formula": "C20H56N5O6Sr", "method": "ωB97M-V/def2-TZVPD", "species": ["Sr", "O", "H", "C", "C", "C", "O", "C", "N", "H", "H", "H", "H", "H", "H", "H", "H", "H", "H", "H", "C", "C", "C", "O", "C", "N", "H", "H", "H", "H", "H", "H", "H", "H", "H", "H", "H", "C", "C", "C", "O", "C", "N", "H", "H", "H", "H", "H", "H", "H", "H", "H", "H", "H", "C", "C", "C", "O", "C", "N", "H", "H", "H", "H", "H", "H", "H", "H", "H", "H", "H", "C", "C", "C", "O", "C", "N", "H", "H", "H", "H", "H", "H", "H", "H", "H", "H", "H"], "positions_angstrom": [[2.745667, -1.479273, -1.203459], [0.619910, -0.441230, -0.444659], [0.490808, 0.487699, -0.170885], [-1.010433, -3.977621, 0.884753], [-2.295595, -2.950538, 0.976622], [-2.398887, -2.422861, 2.419221], [-2.476583, -3.323402, 3.525536], [-2.767713, -2.688023, 4.785533], [-1.946706, -1.917249, 0.024762], [0.002442, -3.574931, 0.880998], [-1.150635, -4.615742, 0.012255], [-0.964920, -4.769449, 1.632440], [-3.295756, -3.354508, 0.819772], [-3.269990, -1.767689, 2.413876], [-1.595958, -1.695339, 2.538031], [-2.041584, -1.940082, 5.104022], [-2.977611, -3.322578, 5.646571], [-3.673305, -2.100618, 4.634038], [-1.629425, -2.413197, -0.795888], [-1.161958, -1.291101, 0.135233], [6.092524, 0.051845, 0.615543], [4.650423, 0.575131, 0.944790], [4.021941, 1.664925, 0.097422], [3.684226, 0.991334, -1.159909], [2.862849, 1.741032, -2.084841], [3.863481, -0.639885, 1.057522], [6.034703, -0.334665, -0.401990], [6.440914, -0.612775, 1.406115], [6.747511, 0.918079, 0.708923], [4.621144, 1.074009, 1.913483], [4.752302, 2.438116, -0.141025], [3.146194, 2.124092, 0.556035], [1.975795, 2.024991, -1.518616], [2.635964, 1.065871, -2.909935], [3.322638, 2.604842, -2.564967], [4.343945, -1.262036, 1.691697], [2.948073, -0.591362, 1.481498], [2.119516, -1.049840, 4.336804], [1.032298, -0.839082, 3.404203], [0.615654, 0.664864, 3.081222], [0.364336, 1.396301, 4.343326], [-0.986095, 1.704392, 4.574753], [1.342351, -1.635923, 2.251804], [3.043550, -0.554859, 4.038055], [2.227702, -2.088978, 4.647601], [1.868523, -0.533440, 5.263325], [0.161879, -1.312882, 3.858046], [-0.241675, 0.650541, 2.408248], [1.448209, 1.048932, 2.491785], [-1.286408, 0.694648, 4.854625], [-1.481062, 2.172376, 3.723814], [-1.163824, 2.467520, 5.332471], [1.058532, -2.584763, 2.449958], [0.724545, -1.338775, 1.510112], [-0.326197, -2.523248, -3.467184], [-0.719285, -1.107751, -4.031021], [-2.048879, -0.562905, -3.607862], [-3.180743, -1.277582, -3.910723], [-3.739300, -1.208298, -5.214373], [0.333359, -0.303580, -3.533163], [-1.165103, -3.148278, -3.773276], [-0.335590, -2.643412, -2.383874], [0.605511, -2.854234, -3.925956], [-0.527322, -1.200844, -5.099937], [-2.041051, 0.382300, -4.150657], [-2.012196, -0.423539, -2.527429], [-4.677299, -1.763231, -5.197053], [-3.173853, -1.744797, -5.976295], [-3.945875, -0.196115, -5.562129], [1.234415, -0.731416, -3.691795], [0.202577, -0.452597, -2.542818], [-2.622781, 4.513895, -2.735105], [-1.234104, 4.468644, -2.159397], [-0.997998, 3.283365, -1.187471], [-2.034496, 3.152474, -0.182048], [-2.014675, 1.813407, 0.412301], [-0.366077, 4.406591, -3.309300], [-2.861863, 5.369618, -3.366520], [-3.334649, 4.654522, -1.921747], [-2.951277, 3.634835, -3.289589], [-1.075335, 5.358427, -1.550156], [-0.094987, 3.262417, -0.577365], [-0.955147, 2.373813, -1.786624], [-2.265431, 1.013666, -0.284573], [-2.525235, 1.536576, 1.334689], [-0.976883, 1.563890, 0.633270], [-0.790131, 4.439518, -4.225381], [0.423472, 3.777024, -3.290112]], "atomic_forces_ev_per_a": [[-1.3, 1.5, 1.2], [1.3, -0.1, -0.3], [0.1, -0.7, -0.3], [-2.2, -1.3, 0.3], [3.5, -1.3, 1.9], [-0.2, 1.7, 0.3], [0.5, -0.5, -0.1], [-0.8, 1.2, -1.0], [-1.4, 0.4, -1.0], [-0.4, 0.8, -0.2], [0.1, 0.4, -0.6], [-0.4, 0.2, 0.6], [0.5, -0.6, -0.9], [-0.5, 0.0, 0.2], [0.7, 0.0, 0.4], [0.6, -0.1, -0.2], [0.4, -0.8, -0.7], [-0.3, 0.1, 0.1], [-0.5, -0.1, -0.4], [0.3, 0.0, 1.2], [-1.3, 2.2, 0.4], [0.7, 0.1, 1.5], [0.6, -1.4, -1.8], [-0.1, 0.3, -0.3], [0.0, -0.3, 0.5], [-0.5, -0.9, -1.0], [0.6, -0.3, 0.2], [-0.3, -0.4, -0.4], [0.3, -0.1, -0.6], [0.6, -0.1, 0.5], [0.0, 0.1, 0.2], [-0.2, -0.2, 0.0], [-0.3, 0.1, -0.5], [-0.4, -0.1, 0.1], [0.4, 0.1, 0.5], [0.2, -0.2, 0.0], [-0.6, 0.4, 0.3], [1.0, 1.3, 2.7], [-2.2, 0.4, 0.3], [0.4, -1.4, 1.6], [2.3, 0.2, -2.4], [-0.3, -0.8, -0.2], [-0.2, 0.1, -1.9], [0.3, -0.4, -0.3], [0.3, -0.1, -0.5], [0.0, 0.1, 0.3], [-0.5, 0.4, 0.3], [-0.3, 0.1, 0.3], [0.2, 0.8, 0.3], [-1.8, 0.5, 0.2], [-0.1, -0.6, -0.5], [0.7, -0.4, 0.5], [0.2, -0.2, 0.1], [-0.2, 0.0, -0.7], [-2.5, -0.3, -1.1], [2.1, -3.7, -0.2], [0.6, 1.1, -0.8], [-0.9, -1.1, -0.1], [-0.1, -0.5, -0.1], [0.6, 2.5, 1.2], [0.3, -0.8, -0.2], [0.3, 0.6, 0.2], [0.0, -0.1, 0.0], [-0.9, 0.1, -0.3], [-0.4, 0.7, 0.4], [-0.2, 0.2, 0.1], [-0.1, 0.2, 0.4], [0.6, 0.2, 0.0], [0.2, 0.2, 0.2], [0.2, -0.2, -0.8], [0.3, 1.0, 1.0], [-1.8, 0.2, 1.1], [-0.1, -0.4, 0.0], [-1.1, -1.0, 0.4], [-0.7, -1.1, 0.4], [1.5, 0.0, -1.2], [1.5, 0.1, -0.1], [0.8, 0.2, -0.2], [-0.1, -0.3, 0.1], [0.4, -0.3, 0.1], [0.1, 0.4, -0.2], [0.7, 0.7, -0.4], [-0.2, -0.3, -0.3], [-0.5, 0.3, -0.5], [-0.7, 1.4, 0.0], [0.5, 0.2, 0.2], [-0.1, -0.1, 0.4], [-0.2, 0.1, 0.1]], "total_charge": 1}

What did we get for HOMO energy? Answer: -10.27; -9.75; -10.74 eV, in the order shown.